# 1
# C44H119N9O13

A cluster of 11 separate species, C44H119N9O13 in total at a distorted geometry (ωB97M-V/def2-TZVPD, the OMol25 dataset).

Geometry as XYZ:
```
185
Properties=species:S:1:pos:R:3:mulliken_charge:R:1
C -2.57 -4.63 4.79 -0.81
O -1.25 -4.73 4.33 -0.27
C -0.31 -4.01 5.09 -0.60
C 1.03 -4.19 4.35 2.66
C 1.37 -5.65 4.07 -1.91
N 2.18 -3.54 4.97 -0.83
H -2.69 -4.89 5.85 0.32
H -3.17 -5.40 4.29 0.26
H -2.92 -3.60 4.63 0.22
H -0.57 -2.94 5.05 -0.03
H -0.24 -4.35 6.13 0.45
H 1.00 -3.72 3.35 -1.25
H 0.61 -6.18 3.49 0.28
H 1.51 -6.16 5.02 0.40
H 2.25 -5.74 3.42 0.40
H 2.02 -2.52 4.90 0.38
H 2.95 -3.61 4.29 0.49
C 4.24 2.03 6.90 -0.76
O 3.69 1.66 5.65 -0.37
C 2.64 0.74 5.71 -0.64
C 2.11 0.38 4.33 0.50
C 1.36 1.58 3.73 -0.73
N 1.12 -0.71 4.47 0.46
H 4.40 1.13 7.49 0.31
H 3.58 2.74 7.41 0.29
H 5.15 2.58 6.68 0.25
H 3.05 -0.14 6.22 0.57
H 1.76 1.12 6.24 0.02
H 2.86 0.01 3.63 -0.01
H 0.54 1.85 4.40 -0.08
H 0.99 1.37 2.73 -0.05
H 2.03 2.45 3.68 0.66
H 0.58 -0.73 3.61 -0.38
H 0.51 -0.46 5.25 0.09
C -1.57 -0.49 2.84 -0.33
O -0.54 -0.17 1.96 0.91
C -0.35 -1.07 0.89 0.18
C 0.47 -0.31 -0.16 1.25
C -0.33 0.79 -0.90 -0.49
N 0.94 -1.27 -1.13 0.13
H -2.54 -0.45 2.32 -0.44
H -1.70 0.18 3.68 -0.12
H -1.51 -1.50 3.28 0.33
H 0.22 -1.93 1.24 -0.82
H -1.29 -1.46 0.48 0.05
H 1.32 0.19 0.32 -0.13
H -1.37 0.53 -1.12 -0.37
H 0.17 1.10 -1.82 0.74
H -0.34 1.68 -0.25 -0.51
H 1.79 -1.75 -0.84 -0.66
H 1.28 -0.76 -1.94 0.17
C 0.83 7.00 -1.62 -0.46
O 1.22 5.71 -1.24 -0.23
C 1.58 5.62 0.12 -1.04
C 2.26 4.28 0.44 0.30
C 1.37 3.08 0.08 -0.66
N 2.53 4.23 1.89 -0.60
H 1.57 7.81 -1.51 0.38
H -0.10 7.31 -1.15 0.18
H 0.73 6.96 -2.71 -0.04
H 2.25 6.41 0.49 0.46
H 0.71 5.73 0.79 0.28
H 3.21 4.26 -0.10 0.34
H 1.09 3.01 -0.96 0.47
H 0.51 2.99 0.75 -0.07
H 1.97 2.20 0.35 0.06
H 2.73 5.18 2.20 0.29
H 1.64 4.06 2.35 0.25
C 1.24 0.11 -4.71 -0.71
O 0.86 -1.10 -4.09 -0.32
C -0.39 -1.57 -4.54 -0.64
C -0.68 -2.94 -3.89 1.03
C -1.63 -3.84 -4.68 -1.78
N -1.31 -2.73 -2.59 -0.46
H 1.23 -0.01 -5.79 0.43
H 2.19 0.47 -4.33 0.29
H 0.53 0.93 -4.49 0.12
H -1.20 -0.88 -4.26 0.11
H -0.36 -1.73 -5.62 0.46
H 0.25 -3.53 -3.88 0.10
H -2.52 -3.24 -4.89 0.36
H -1.89 -4.80 -4.22 0.37
H -1.20 -4.09 -5.65 0.43
H -0.63 -2.29 -1.95 -0.06
H -1.38 -3.66 -2.15 0.37
C 5.63 -3.32 4.02 -1.08
O 4.48 -3.30 3.19 -0.22
C 4.76 -2.77 1.93 -1.29
C 3.46 -2.65 1.13 2.70
C 2.79 -3.95 0.71 -0.56
N 3.70 -1.88 -0.09 -0.50
H 5.95 -2.29 4.22 0.36
H 6.44 -3.88 3.55 0.34
H 5.39 -3.80 4.97 0.31
H 5.17 -1.76 2.09 0.48
H 5.47 -3.33 1.30 0.34
H 2.74 -2.08 1.73 -1.44
H 2.39 -4.45 1.60 -0.46
H 3.44 -4.67 0.21 0.55
H 1.95 -3.70 0.06 -0.05
H 4.41 -1.16 0.02 0.29
H 4.02 -2.45 -0.87 0.25
C -1.95 4.41 -0.11 0.01
O -2.61 5.53 0.41 -0.50
C -3.11 6.40 -0.59 -0.35
C -3.82 7.58 0.06 0.45
C -4.80 7.15 1.14 -1.37
N -4.48 8.37 -1.01 -0.77
H -1.69 3.72 0.69 0.27
H -1.08 4.68 -0.72 -0.01
H -2.55 3.80 -0.80 0.13
H -2.24 6.79 -1.16 -0.02
H -3.65 5.81 -1.34 0.24
H -3.05 8.20 0.52 0.27
H -4.35 6.40 1.79 0.30
H -5.66 6.62 0.72 0.32
H -5.16 8.02 1.68 0.37
H -5.23 7.80 -1.39 0.32
H -3.80 8.38 -1.77 0.31
C 0.90 6.53 -9.37 -0.74
O 1.05 5.94 -8.08 -0.28
C 0.95 6.95 -7.09 -0.80
C 1.04 6.33 -5.71 -0.43
N -0.11 5.51 -5.39 -0.32
C 0.15 4.79 -4.14 0.74
C -1.04 3.86 -3.83 0.07
O -1.14 2.91 -4.85 -0.38
C -2.32 2.18 -4.74 -0.79
H 1.68 7.28 -9.53 0.29
H -0.07 7.01 -9.43 0.32
H 1.02 5.74 -10.11 0.24
H 0.04 7.55 -7.24 0.41
H 1.78 7.67 -7.21 0.46
H 1.17 7.12 -4.97 0.23
H 2.02 5.83 -5.71 0.30
H -0.24 4.80 -6.11 0.32
H 0.27 5.48 -3.30 -1.14
H 1.12 4.28 -4.17 0.45
H -1.93 4.49 -3.74 0.41
H -0.82 3.44 -2.84 -0.16
H -3.21 2.72 -5.09 0.41
H -2.58 1.93 -3.70 0.14
H -2.34 1.20 -5.23 0.32
C -1.30 -10.54 -4.11 -0.71
O -0.19 -10.24 -3.28 -0.39
C -0.05 -8.85 -3.10 -0.17
C 0.98 -8.59 -1.96 -0.85
N 1.63 -7.29 -2.14 -0.36
C 0.70 -6.15 -2.02 -0.55
C -0.16 -6.13 -0.78 -0.41
O -0.94 -4.94 -0.85 -0.47
C -1.59 -4.64 0.38 -0.66
H -2.22 -10.24 -3.60 0.30
H -1.43 -11.61 -4.25 0.27
H -1.19 -10.00 -5.06 0.29
H -1.00 -8.43 -2.75 0.24
H 0.21 -8.33 -4.03 0.29
H 1.72 -9.38 -2.10 0.45
H 0.56 -8.76 -0.98 0.24
H 1.99 -7.32 -3.09 0.35
H 0.13 -6.03 -2.95 0.38
H 1.32 -5.26 -1.89 0.04
H 0.45 -6.06 0.13 0.24
H -0.87 -6.96 -0.69 0.55
H -0.85 -4.37 1.13 0.04
H -2.21 -5.48 0.70 0.34
H -2.20 -3.75 0.23 0.28
C -4.40 1.83 -0.22 -0.65
C -4.24 0.36 0.06 0.19
O -5.06 -0.42 -0.79 -0.61
H -3.80 2.42 0.48 0.20
H -5.40 2.22 0.00 0.40
H -4.06 2.12 -1.22 -0.01
H -4.41 0.08 1.10 0.34
H -3.20 0.04 -0.11 -0.11
H -4.68 -0.56 -1.67 0.33
C -3.01 -0.04 6.56 -1.10
C -2.03 1.11 6.49 -0.12
O -0.72 0.59 6.84 -0.54
H -2.74 -0.96 6.05 0.11
H -3.93 0.28 6.07 0.36
H -3.22 -0.30 7.60 0.39
H -2.32 1.95 7.12 0.54
H -1.93 1.55 5.49 0.07
H -0.35 1.28 7.40 0.27
```

Results
E_LUMO (Ha): 0.017
Calculated total energy (eV): -87578.5278



# 2
# C44H121F2LiN12O15S2

A structure of composition C44H121F2LiN12O15S2 at a distorted geometry (ωB97M-V/def2-TZVPD, the OMol25 dataset).

Geometry as XYZ:
```
197
Properties=species:S:1:pos:R:3:mulliken_charge:R:1
Li 0.89 -3.42 -3.38 0.92
N 1.26 -0.98 -0.54 -0.26
S 1.74 -1.12 0.94 1.02
O 0.85 -0.67 2.02 -0.57
O 3.16 -0.95 1.23 -0.57
F 1.54 -2.71 1.00 -0.30
S 1.52 0.68 -0.56 1.04
O 2.88 1.21 -0.53 -0.54
O 0.40 1.43 -0.03 -0.53
F 1.29 0.82 -2.15 -0.30
C 0.94 5.77 8.64 -1.40
C 1.09 4.40 7.95 0.36
C 2.33 4.23 7.02 -0.62
O 2.32 5.23 6.02 -0.26
C 3.32 5.14 5.04 -0.77
N 1.06 3.43 9.00 -0.68
H 0.16 5.82 9.40 0.46
H 0.66 6.50 7.88 0.28
H 1.89 6.02 9.11 0.33
H 0.17 4.19 7.41 0.25
H 2.29 3.24 6.57 0.36
H 3.18 4.29 7.70 0.31
H 4.28 5.49 5.43 0.30
H 3.18 5.85 4.22 0.25
H 3.46 4.14 4.62 0.30
H 0.36 3.63 9.70 0.26
H 1.94 3.55 9.49 0.27
C 8.47 -5.59 5.91 -1.27
C 7.12 -5.19 5.16 0.49
C 5.84 -5.07 6.06 -0.69
O 5.38 -6.33 6.57 -0.32
C 4.63 -7.10 5.68 -0.74
N 7.36 -3.90 4.55 -0.69
H 9.32 -5.56 5.24 0.34
H 8.61 -6.55 6.40 0.32
H 8.60 -4.77 6.62 0.30
H 6.93 -5.98 4.43 0.22
H 5.13 -4.51 5.45 0.36
H 5.99 -4.35 6.87 0.33
H 5.00 -7.11 4.65 0.30
H 3.66 -6.71 5.38 0.30
H 4.62 -8.11 6.10 0.26
H 6.49 -3.52 4.20 0.24
H 7.71 -3.18 5.18 0.26
C -3.80 4.36 -6.15 -1.32
C -2.57 5.09 -6.71 0.62
C -2.85 5.82 -8.07 -0.70
O -3.16 4.85 -9.06 -0.26
C -4.26 5.11 -9.93 -0.78
N -2.05 5.95 -5.70 -0.74
H -4.67 5.01 -5.99 0.32
H -3.67 3.94 -5.15 0.40
H -4.02 3.50 -6.77 0.30
H -1.80 4.37 -6.97 0.12
H -2.01 6.45 -8.34 0.29
H -3.73 6.45 -7.91 0.37
H -5.23 5.05 -9.44 0.32
H -4.15 4.46 -10.80 0.26
H -4.24 6.08 -10.44 0.32
H -1.23 6.50 -5.94 0.23
H -1.67 5.46 -4.91 0.25
C -2.14 -4.05 8.31 -1.41
C -2.06 -2.72 9.00 0.48
C -2.36 -2.84 10.52 -0.65
O -3.67 -3.25 10.80 -0.33
C -3.89 -3.28 12.19 -0.75
N -0.75 -2.14 8.84 -0.74
H -3.13 -4.43 8.58 0.32
H -1.36 -4.73 8.67 0.33
H -2.04 -3.92 7.24 0.40
H -2.80 -2.08 8.51 0.28
H -2.30 -1.81 10.87 0.32
H -1.57 -3.44 10.97 0.34
H -4.97 -3.39 12.29 0.25
H -3.54 -2.40 12.73 0.31
H -3.47 -4.18 12.65 0.30
H -0.70 -2.09 7.83 0.28
H -0.78 -1.20 9.20 0.24
C -4.25 -3.43 -5.21 -1.47
C -3.53 -3.10 -6.56 0.40
C -4.37 -2.46 -7.67 -0.76
O -3.58 -2.13 -8.77 -0.35
C -4.42 -1.63 -9.80 -0.81
N -2.36 -2.30 -6.26 -0.62
H -5.07 -4.15 -5.22 0.39
H -4.54 -2.54 -4.64 0.37
H -3.52 -3.86 -4.54 0.34
H -3.23 -4.09 -6.91 0.18
H -4.89 -1.61 -7.22 0.34
H -5.15 -3.17 -7.94 0.43
H -3.82 -1.60 -10.71 0.29
H -4.98 -0.73 -9.55 0.34
H -5.26 -2.26 -10.06 0.32
H -2.53 -1.58 -5.57 0.27
H -2.36 -1.85 -7.17 0.34
C -5.22 -1.14 1.42 -1.59
C -5.38 0.33 1.48 0.91
C -6.84 0.85 1.34 -0.90
O -7.32 0.47 0.06 -0.33
C -7.57 1.52 -0.82 -0.74
N -4.90 0.80 2.80 -0.80
H -5.83 -1.67 0.69 0.34
H -5.57 -1.63 2.33 0.40
H -4.21 -1.50 1.23 0.38
H -4.80 0.78 0.68 0.19
H -7.01 1.90 1.58 0.39
H -7.31 0.21 2.09 0.33
H -6.70 2.18 -0.82 0.33
H -8.47 2.10 -0.62 0.27
H -7.62 1.22 -1.87 0.26
H -3.96 0.43 2.80 0.29
H -4.74 1.79 2.76 0.25
C -3.82 7.20 1.34 -1.44
C -2.76 7.63 2.32 0.56
C -3.08 8.96 3.02 -0.77
O -3.35 10.02 2.13 -0.31
C -3.40 11.32 2.77 -0.71
N -2.55 6.51 3.18 -0.74
H -4.74 6.97 1.89 0.31
H -3.41 6.41 0.72 0.44
H -4.01 7.97 0.59 0.35
H -1.84 7.81 1.76 0.24
H -2.23 9.30 3.62 0.36
H -3.87 8.76 3.74 0.36
H -2.47 11.65 3.24 0.29
H -4.09 11.22 3.61 0.31
H -3.68 11.97 1.94 0.23
H -2.25 5.83 2.50 0.28
H -1.70 6.66 3.70 0.25
C 2.63 -6.56 -6.26 -1.25
C 2.93 -6.65 -4.78 0.19
C 4.11 -5.83 -4.30 -0.74
O 3.87 -4.46 -4.58 -0.28
C 5.00 -3.67 -4.18 -0.81
N 1.88 -6.41 -3.82 -0.54
H 3.26 -7.23 -6.85 0.34
H 2.73 -5.54 -6.62 0.30
H 1.65 -6.99 -6.46 0.35
H 3.16 -7.69 -4.54 0.37
H 4.96 -6.23 -4.86 0.35
H 4.21 -5.90 -3.22 0.36
H 5.08 -3.63 -3.09 0.35
H 4.83 -2.65 -4.53 0.27
H 5.96 -3.94 -4.61 0.31
H 2.27 -6.77 -2.96 0.25
H 1.19 -7.09 -4.10 0.26
C 3.85 0.91 -9.83 -1.37
C 2.92 1.92 -9.27 0.59
C 3.46 3.37 -9.46 -0.73
O 4.61 3.64 -8.68 -0.35
C 4.43 3.57 -7.28 -0.70
N 1.60 1.64 -9.89 -0.74
H 3.44 -0.07 -9.59 0.38
H 4.82 0.92 -9.35 0.33
H 4.06 1.05 -10.89 0.32
H 2.64 1.84 -8.22 0.29
H 2.63 3.99 -9.15 0.34
H 3.65 3.56 -10.52 0.36
H 4.47 2.52 -6.98 0.27
H 3.48 3.96 -6.91 0.31
H 5.30 4.00 -6.80 0.25
H 0.90 2.26 -9.51 0.23
H 1.20 0.74 -9.68 0.23
C 9.30 3.76 0.60 -1.32
C 9.48 4.64 -0.66 0.31
C 8.76 5.99 -0.52 -0.78
O 9.37 6.63 0.56 -0.32
C 8.81 7.93 0.73 -0.81
N 10.96 4.82 -0.82 -0.74
H 8.28 3.69 0.96 0.35
H 9.87 4.19 1.43 0.28
H 9.74 2.77 0.49 0.37
H 9.11 4.11 -1.54 0.39
H 7.69 5.89 -0.33 0.41
H 8.70 6.63 -1.40 0.44
H 7.74 7.95 0.95 0.30
H 8.97 8.54 -0.16 0.32
H 9.33 8.45 1.55 0.25
H 11.15 5.60 -0.21 0.28
H 11.24 5.04 -1.77 0.24
C -8.24 -9.70 3.21 -1.45
C -7.62 -10.33 1.95 0.52
C -6.15 -10.23 1.94 -0.70
O -5.67 -8.89 1.97 -0.30
C -4.31 -8.73 1.70 -0.77
N -8.10 -11.71 1.88 -0.75
H -7.85 -10.11 4.15 0.33
H -9.32 -9.79 3.27 0.40
H -7.93 -8.66 3.26 0.33
H -8.12 -9.81 1.13 0.24
H -5.95 -10.68 0.96 0.33
H -5.67 -10.91 2.64 0.36
H -3.88 -9.25 2.55 0.32
H -3.93 -7.71 1.85 0.28
H -3.92 -9.21 0.80 0.29
H -9.10 -11.84 2.00 0.28
H -7.70 -12.15 2.69 0.27
```

Results
E_LUMO (Ha): -0.074
Calculated total energy (eV): -123481.1874



The evaluated relative energy (zero: lowest compared OMol25 entry of this formula, charge and spin) for the records listed, in turn: 0.0, 224.0 kcal per mole.
The evaluated highest occupied orbital energy for the records listed, in turn: -8.19, -8.68 eV.